An isolated ion of composition C5H8N3 and charge +1 at a distorted geometry. Source: OMol25; level of theory: ωB97M-V/def2-TZVPD.

Cartesian coordinates (Å):
C  3.20  0.21  0.30
C  1.97  0.05  -0.11
N  0.83  -0.22  -0.39
N  -0.33  -0.52  -0.57
C  -1.09  -1.99  0.23
N  -0.99  -3.13  0.17
C  -1.29  0.58  -0.60
C  -1.20  1.59  0.47
H  3.92  -0.49  -0.16
H  3.58  1.05  0.87
H  -1.54  -3.88  -0.26
H  -2.25  0.04  -0.72
H  -1.08  1.09  -1.53
H  -0.77  1.11  1.36
H  -0.76  2.59  0.13
H  -2.20  1.92  0.80

## Properties
- structure (SMILES) = C=C=NN(C#[NH+])CC
- ΔE to the lowest compared entry with this formula, charge and spin (eV) = 7.007
- orbital gap (eV) = 7.826
- electronic energy (Eh) = -359.09728
- net charge = +1